(1)
{"formula": "C35H22ClCrN6O5S2", "method": "ωB97M-V/def2-TZVPD", "symbols": ["Cr", "O", "C", "N", "C", "C", "C", "C", "C", "C", "N", "C", "O", "C", "C", "C", "C", "C", "N", "C", "C", "C", "C", "C", "N", "H", "H", "H", "H", "H", "H", "H", "H", "H", "H", "H", "H", "S", "C", "C", "C", "C", "N", "C", "C", "C", "S", "C", "N", "H", "H", "C", "C", "C", "C", "Cl", "C", "C", "C", "O", "C", "C", "O", "O", "H", "H", "H", "H", "H", "H", "H", "H"], "coordinates": [[0.20682, 1.06894, 0.09108], [0.81252, 3.91144, -2.87722], [0.35502, 2.85294, -2.42812], [0.93782, 2.07604, -1.49982], [2.29092, 2.30484, -1.27862], [3.19672, 2.61774, -2.28752], [4.53812, 2.78574, -1.99262], [4.99752, 2.65464, -0.69142], [4.11612, 2.34894, 0.32838], [2.76542, 2.16024, 0.04468], [1.80372, 1.77084, 0.94318], [1.96822, 1.68074, 2.26767], [2.89572, 2.09974, 2.97298], [0.85052, 0.88984, 2.84798], [0.77692, 0.64754, 4.21298], [-0.19948, -0.19656, 4.70608], [-1.03268, -0.82416, 3.78588], [-0.89288, -0.54136, 2.44498], [-0.01028, 0.33794, 1.95958], [-0.94098, 2.36514, -3.00432], [-1.79458, 3.28524, -3.62532], [-2.89848, 2.81784, -4.30742], [-3.12058, 1.44704, -4.35252], [-2.22228, 0.61674, -3.69852], [-1.15668, 1.05474, -3.05442], [2.85092, 2.70734, -3.30552], [5.23092, 3.01224, -2.79182], [6.04912, 2.79164, -0.46832], [4.46572, 2.22634, 1.34218], [1.50092, 1.12154, 4.85708], [-0.30388, -0.37936, 5.76448], [-1.79128, -1.52196, 4.10688], [-1.52268, -1.03516, 1.71698], [-1.55868, 4.33834, -3.58082], [-3.56908, 3.50734, -4.81022], [-3.97008, 1.03764, -4.88422], [-2.35278, -0.46016, -3.69502], [-1.16518, 2.92154, 0.74868], [-2.71458, 2.18334, 1.00168], [-3.68788, 2.86744, 1.71698], [-4.92688, 2.29534, 2.00498], [-5.89298, 3.05224, 2.67808], [-6.68838, 3.70964, 3.19228], [-5.19068, 0.97084, 1.57168], [-4.23378, 0.30144, 0.81338], [-3.01078, 0.88684, 0.49897], [-1.89698, 0.03064, -0.50422], [-6.39358, 0.32364, 1.88358], [-7.37148, -0.24336, 2.11097], [-3.47008, 3.86444, 2.06637], [-4.42698, -0.70236, 0.46518], [0.30872, -4.99756, 1.48968], [1.56862, -4.87696, 0.69118], [2.69562, -5.62056, 0.98627], [3.85002, -5.46106, 0.23648], [5.24552, -6.43186, 0.59948], [3.90912, -4.54526, -0.79222], [2.78252, -3.80586, -1.10772], [1.60012, -3.97136, -0.38872], [0.44292, -3.34496, -0.66562], [0.40602, -2.43196, -1.74982], [1.34022, -1.17976, -1.55472], [2.10242, -0.88876, -2.46202], [1.21582, -0.63376, -0.42842], [0.41562, -5.73476, 2.28218], [-0.51868, -5.27986, 0.83998], [0.06182, -4.03016, 1.92548], [2.68312, -6.32416, 1.80538], [4.82122, -4.40306, -1.35002], [2.84272, -3.08316, -1.90242], [-0.61948, -2.05626, -1.76822], [0.64362, -2.93946, -2.69372]], "forces_ev_per_a": [[-0.32, -0.24, -0.99], [-0.35, -0.28, -0.09], [0.16, 0.61, -0.01], [-0.32, -0.26, 0.31], [0.79, 0.24, 0.32], [0.15, -0.10, 0.09], [-0.01, -0.01, -0.11], [0.15, 0.09, -0.02], [0.07, -0.09, 0.12], [0.71, 0.36, -0.78], [-0.19, -0.29, 0.31], [0.61, 0.61, -0.33], [-0.45, -0.26, -0.04], [-0.53, -0.57, 0.21], [0.03, 0.08, -0.01], [-0.16, -0.07, -0.54], [0.20, 0.09, 0.55], [-0.23, 0.01, -0.36], [0.22, -0.29, 1.87], [-0.39, -0.02, -0.52], [0.12, -0.05, 0.19], [-0.02, -0.06, 0.01], [-0.03, -0.02, 0.03], [-0.29, -0.04, -0.34], [0.50, 0.31, -0.17], [-0.03, 0.02, 0.00], [0.07, 0.03, -0.07], [0.03, -0.01, 0.01], [-0.05, 0.05, 0.00], [0.10, 0.11, -0.05], [0.03, -0.03, 0.13], [-0.05, -0.07, -0.04], [0.04, 0.12, -0.08], [0.07, 0.00, 0.06], [0.01, -0.04, 0.05], [0.00, -0.06, 0.02], [-0.11, -0.03, -0.05], [0.02, -0.17, -0.11], [0.23, -0.14, 0.02], [-0.38, -0.20, 0.08], [0.88, -0.91, -0.72], [-0.94, 0.68, 0.56], [0.05, -0.06, 0.06], [1.03, 0.85, -0.22], [-0.18, 0.25, 0.27], [0.16, -0.06, 0.04], [0.08, -0.02, -0.13], [-1.13, -0.58, 0.20], [0.06, 0.06, 0.03], [-0.01, 0.13, 0.05], [-0.09, -0.07, -0.02], [0.03, 0.02, -0.08], [-0.10, 0.19, -0.15], [0.03, 0.11, -0.12], [-0.07, 0.16, -0.10], [0.30, -0.21, 0.13], [-0.04, -0.19, 0.15], [-0.26, 0.14, -0.03], [0.36, -0.33, 0.02], [-0.13, -0.15, 0.38], [0.25, 0.74, -0.27], [-0.20, -1.08, -0.97], [0.06, 0.05, -0.21], [-0.44, 0.97, 1.33], [0.00, -0.05, 0.06], [-0.12, 0.00, 0.04], [-0.12, 0.03, 0.06], [-0.03, -0.07, 0.08], [0.09, -0.01, -0.04], [-0.04, 0.15, -0.16], [0.06, -0.12, -0.06], [0.05, 0.07, 0.16]], "s2": 0.76, "total_charge": -2, "relative_energy_kcal_mol": 21.3, "energy_ev": -118450.0338, "multiplicity": 2, "e_homo_ev": [-2.21, -2.27], "gap_ev": [6.0, 6.1]}

=====

(2)
{"formula": "C3H3NO2S", "method": "ωB97M-V/def2-TZVPD", "symbols": ["O", "C", "N", "C", "S", "C", "O", "H", "H", "H"], "coordinates": [[2.06243, -0.52528, 0.13906], [0.89335, -0.57488, -0.03002], [0.01054, -1.66274, 0.04528], [-1.19705, -1.37962, 0.17289], [-1.77209, 0.22834, 0.06957], [0.09049, 0.73696, -0.34847], [0.37652, 1.77602, 0.55157], [-1.81698, -2.07972, 0.54697], [0.23606, 1.26611, -1.30898], [1.11673, 2.21481, 0.16212]], "forces_ev_per_a": [[0.83, -0.50, 0.19], [-2.34, 1.20, -1.28], [3.14, -1.63, 0.27], [0.79, 2.55, -0.06], [1.71, 1.28, -1.07], [-1.69, 1.04, 0.97], [-0.38, -0.64, 0.76], [-2.47, -2.51, 0.59], [-0.49, -1.53, -0.33], [0.90, 0.75, -0.03]], "relative_energy_kcal_mol": 55.4, "energy_ev": -19578.3732, "smiles": "O=C1N=CS[C@H]1O", "e_homo_ev": -9.69, "gap_ev": 9.5}

=====

(3)
{"formula": "C32H86N14O16", "method": "ωB97M-V/def2-TZVPD", "symbols": ["C", "C", "C", "C", "C", "C", "C", "C", "C", "N", "O", "H", "H", "H", "H", "H", "H", "H", "H", "H", "H", "H", "H", "H", "H", "H", "H", "H", "H", "H", "C", "C", "C", "C", "C", "C", "C", "C", "C", "N", "O", "H", "H", "H", "H", "H", "H", "H", "H", "H", "H", "H", "H", "H", "H", "H", "H", "H", "H", "H", "N", "C", "N", "O", "H", "H", "H", "H", "N", "C", "N", "O", "H", "H", "H", "H", "N", "C", "N", "O", "H", "H", "H", "H", "N", "C", "N", "O", "H", "H", "H", "H", "N", "C", "N", "O", "H", "H", "H", "H", "N", "C", "N", "O", "H", "H", "H", "H", "O", "C", "C", "O", "H", "H", "H", "H", "H", "H", "O", "C", "C", "O", "H", "H", "H", "H", "H", "H", "O", "C", "C", "O", "H", "H", "H", "H", "H", "H", "O", "C", "C", "O", "H", "H", "H", "H", "H", "H"], "coordinates": [[-4.29725, -1.22234, -2.02609], [-5.72077, -0.67076, -2.07519], [-6.64175, -1.78277, -1.61552], [-5.74347, 0.54177, -1.10818], [-7.03795, 1.34951, -1.12604], [-7.08954, 2.02052, -2.52638], [-6.98410, 1.02554, -3.72653], [-8.40988, 0.37492, -4.07218], [-6.37383, 1.80522, -4.91071], [-6.01132, -0.09678, -3.43048], [-5.93538, -1.02811, -4.36765], [-4.20294, -1.78516, -1.09533], [-4.16339, -2.12947, -2.61697], [-3.49074, -0.49174, -2.07539], [-7.71236, -1.71590, -1.81119], [-6.32795, -2.67678, -2.15550], [-6.48688, -1.83197, -0.53765], [-5.43767, 0.36810, -0.07626], [-5.00593, 1.23911, -1.50864], [-7.91167, 0.70135, -1.05199], [-7.06550, 2.19307, -0.43636], [-6.33724, 2.80755, -2.58069], [-8.06237, 2.45789, -2.75427], [-9.05328, 0.99364, -4.69767], [-8.97738, -0.02373, -3.23115], [-8.17441, -0.49820, -4.68149], [-5.48785, 2.29786, -4.51095], [-7.08049, 2.59398, -5.17204], [-6.18708, 1.19607, -5.79453], [-6.69715, -1.61167, -4.28960], [7.67973, -2.95770, 1.04400], [6.82231, -2.39221, -0.20792], [6.82249, -3.43600, -1.35013], [5.41210, -2.29307, 0.46607], [4.40661, -1.63896, -0.38603], [4.93121, -0.15325, -0.60150], [6.36812, -0.10513, -1.24620], [6.29660, -0.19277, -2.80236], [6.79198, 1.37245, -0.88419], [7.29874, -1.06492, -0.59465], [8.53240, -1.10422, -1.31229], [7.73220, -4.02266, 1.26915], [8.69885, -2.57387, 0.97366], [7.47025, -2.47906, 2.00170], [7.81551, -3.65748, -1.74093], [6.61187, -4.41735, -0.92328], [6.05069, -3.05945, -2.02043], [5.19102, -3.32907, 0.72439], [5.60799, -1.67569, 1.34283], [4.20685, -2.21383, -1.29146], [3.39323, -1.68360, 0.01587], [4.94736, 0.55380, 0.22815], [4.16935, 0.31472, -1.22596], [5.42724, 0.18604, -3.34028], [6.37762, -1.22466, -3.14580], [7.12964, 0.34838, -3.25111], [7.49969, 1.44906, -0.05793], [6.01051, 2.12192, -0.75910], [7.42586, 1.83814, -1.64051], [9.25390, -1.06119, -0.67972], [2.10396, 0.03725, -3.88593], [1.67060, 0.35977, -2.68947], [1.38796, -0.75587, -1.96674], [1.85389, 1.38175, -2.11872], [2.34988, 0.80690, -4.49059], [2.12601, -0.93060, -4.16745], [1.17922, -1.65457, -2.37597], [1.34001, -0.53842, -0.98176], [-2.21818, 3.16252, 2.22986], [-3.51420, 3.12657, 2.07957], [-3.88748, 3.63324, 0.91788], [-4.33774, 2.81021, 2.93832], [-1.91567, 2.88883, 3.15303], [-1.62307, 3.58483, 1.53394], [-3.26935, 3.97001, 0.19478], [-4.86626, 3.61648, 0.67339], [-0.89996, 2.54433, -3.76548], [-1.12547, 3.06243, -2.51167], [0.02863, 3.24546, -1.88289], [-2.22128, 3.20916, -1.97230], [-1.64998, 2.57515, -4.43937], [0.07309, 2.49375, -4.02599], [0.78033, 2.60021, -2.10053], [-0.24905, 3.46554, -0.93727], [3.41792, 5.11654, 0.59772], [3.69713, 4.14333, -0.21752], [2.87844, 3.11447, 0.00778], [4.46253, 4.28962, -1.14332], [2.88356, 4.90774, 1.42740], [3.80933, 6.04600, 0.59143], [2.38139, 2.94913, 0.86963], [2.71336, 2.50377, -0.77828], [-6.59717, -0.18343, 2.45479], [-5.60620, -1.02996, 2.34732], [-4.46280, -0.45584, 2.45772], [-5.70525, -2.20544, 2.15112], [-7.52779, -0.55569, 2.34251], [-6.27262, 0.64465, 2.93216], [-4.12742, 0.49600, 2.47233], [-3.68670, -1.09678, 2.37568], [-3.17364, -2.69714, 3.47149], [-2.15016, -3.38057, 3.07669], [-2.59767, -4.48861, 2.54760], [-0.99048, -3.28638, 3.38101], [-4.06453, -2.79743, 3.00900], [-2.94423, -1.98953, 4.15369], [-3.60369, -4.55185, 2.54486], [-1.88926, -5.18583, 2.37596], [0.78629, -3.44543, -1.73208], [1.01116, -4.29890, -0.69314], [-0.20744, -4.32773, 0.31418], [-1.37115, -4.54546, -0.45277], [0.06331, -3.81330, -2.24716], [1.49816, -5.15834, -1.15698], [1.84135, -3.99865, -0.05111], [-0.44181, -3.43449, 0.89265], [-0.08982, -5.17564, 0.98982], [-2.00293, -3.82342, -0.43868], [1.24065, -0.77364, 0.81385], [0.39375, 0.35500, 0.90442], [-1.10070, 0.19573, 0.49318], [-1.62473, -0.86192, 1.29279], [1.82065, -0.76688, 1.58086], [0.53297, 0.91143, 1.83213], [0.90289, 0.97570, 0.16408], [-1.15483, -0.06143, -0.56502], [-1.67656, 1.08286, 0.75454], [-0.88972, -1.47136, 1.40755], [2.70026, -0.38141, 3.32728], [3.94307, -1.16385, 3.53617], [4.55038, -1.29967, 4.90708], [3.58016, -1.38798, 5.87180], [2.18688, -0.53678, 4.12547], [3.66793, -2.13272, 3.11914], [4.69439, -0.71774, 2.88494], [5.38506, -0.64199, 5.15443], [5.03378, -2.26836, 5.05005], [3.96693, -1.49605, 6.74355], [2.83153, 2.50586, 3.42526], [1.62191, 3.01455, 4.01440], [1.94605, 4.53467, 4.50115], [2.03257, 5.31149, 3.30297], [2.76376, 1.61297, 3.07305], [0.74707, 3.12756, 3.37301], [1.38112, 2.43098, 4.90386], [2.88012, 4.50539, 5.06112], [1.16422, 4.98935, 5.10978], [1.15701, 5.57879, 3.01355]], "forces_ev_per_a": [[-0.15, -1.32, 0.66], [-0.25, 2.01, -0.05], [-0.13, -0.28, -0.22], [-0.06, 0.94, -0.09], [-0.08, 0.18, -2.03], [-0.74, -1.11, -0.49], [-0.05, -1.37, 0.45], [1.41, 0.07, -0.25], [-0.92, 0.02, 0.60], [0.57, 2.57, 2.92], [0.32, -1.78, -2.33], [0.02, 0.69, 0.86], [0.11, 0.60, -1.21], [-0.16, -0.05, -0.38], [-0.04, 0.61, -0.03], [0.03, -0.41, 0.49], [-0.10, -0.70, -0.01], [0.02, -0.77, -0.09], [0.41, -0.02, 0.05], [-0.13, 0.09, 0.51], [-0.04, -0.45, 0.53], [0.14, -0.12, -0.10], [-0.06, 0.50, 0.51], [0.08, 0.27, 0.20], [0.15, 0.39, 0.31], [-0.21, 0.01, -0.24], [0.24, -0.22, -0.40], [-0.04, 0.10, -0.21], [0.16, -0.04, 0.17], [-0.38, -0.40, -0.03], [1.04, 1.58, -0.53], [0.47, -1.63, 1.69], [0.11, 0.19, 1.26], [1.57, -0.39, -0.43], [-0.47, 1.55, 0.05], [-0.59, -1.80, -1.03], [-1.09, 2.07, -0.06], [0.66, -0.77, -0.24], [1.58, 0.21, -0.67], [-0.42, 0.53, 0.77], [-0.62, -0.30, -0.64], [-0.30, -0.10, -0.68], [0.42, -0.49, -0.59], [-0.95, 0.15, -0.06], [-0.06, 0.91, -0.60], [-0.86, 0.04, 0.02], [0.39, -0.72, -0.65], [-0.24, 0.05, 0.34], [-0.32, -0.28, 0.17], [0.60, 0.38, -0.61], [0.06, 0.46, 0.58], [-0.13, -0.92, 0.86], [0.50, 0.25, -0.65], [-0.42, 0.31, 0.80], [0.13, -0.13, 0.07], [0.19, -0.17, 0.14], [-0.49, -0.49, 0.62], [-0.42, -0.45, 0.10], [-0.09, -0.29, -0.60], [-0.26, 0.20, 0.44], [0.19, 0.87, -3.07], [1.17, -5.81, 1.36], [-0.85, 0.98, -0.07], [0.23, 4.45, 1.01], [0.17, -0.51, -0.28], [0.03, 0.47, -0.28], [0.00, 0.08, 0.66], [-0.12, -1.12, -0.06], [3.04, -0.72, 1.53], [-2.66, 1.13, 0.11], [-1.60, 0.75, -2.47], [0.34, -1.01, 0.28], [0.53, 0.20, -0.30], [0.05, -0.21, 0.41], [0.11, -0.37, -0.02], [0.19, -0.03, 0.20], [-0.78, 0.09, -0.02], [-0.74, -1.35, -0.92], [-0.19, 1.36, 1.54], [-0.20, 0.53, -0.46], [0.34, -0.16, 0.00], [-0.43, 0.16, -0.54], [0.32, 0.21, 0.52], [1.10, -0.15, 0.29], [-0.78, 3.34, 3.58], [0.04, 0.75, -1.34], [-0.72, -2.96, -0.61], [0.85, -0.82, -1.22], [0.03, 0.24, 0.06], [0.47, -0.54, -0.37], [0.23, 0.27, -0.17], [0.14, -0.31, 0.29], [-2.18, 1.32, 0.15], [-0.88, 0.72, -0.34], [5.88, 0.94, 0.26], [-0.59, -3.84, -0.61], [0.01, 0.61, 0.47], [-1.33, 0.45, -0.13], [-1.12, 0.30, 0.08], [0.09, 0.37, -0.21], [-1.19, 3.75, 2.04], [0.61, -2.45, 1.18], [-0.46, -2.61, -2.43], [2.67, 1.72, 0.31], [-0.48, 0.34, 0.33], [-0.67, 0.25, -0.31], [0.40, -1.26, -0.47], [-0.82, -0.30, -0.31], [-0.28, 1.64, -1.35], [0.60, -0.22, 2.56], [-0.10, -0.79, -1.49], [-0.72, -0.93, -0.99], [-0.26, -0.07, 0.05], [-1.13, -1.28, 0.61], [0.21, 0.97, -0.18], [1.28, 0.16, 0.05], [0.15, 0.05, 0.19], [0.25, 0.16, 0.36], [-1.03, -1.28, 0.69], [0.47, 2.25, -1.45], [1.48, -1.14, 1.11], [-0.39, -0.05, -0.13], [0.17, -0.12, 0.44], [-0.33, -0.43, 0.46], [-0.75, 1.01, -0.18], [-0.17, 0.19, -0.12], [0.23, 0.13, -0.37], [0.06, -0.35, 0.28], [1.39, -0.17, 0.81], [-0.60, 0.07, -1.56], [1.37, -1.26, 0.53], [-2.23, 0.97, 1.35], [-0.36, -0.02, 0.20], [0.35, -0.22, 0.21], [-0.19, 0.02, -0.05], [-0.45, 0.99, -0.22], [0.54, -0.37, -1.43], [-0.01, 0.02, -0.04], [-0.78, 1.33, -0.10], [1.39, 1.60, 1.51], [-0.89, -1.95, -1.58], [0.85, 0.24, 0.15], [-0.40, -0.38, 0.31], [0.08, -0.44, -0.45], [-0.28, -0.18, -0.01], [0.13, 0.34, -0.41], [-0.11, -0.52, 0.32], [-0.11, -0.02, 0.25]], "relative_energy_kcal_mol": 0.0, "energy_ev": -88196.8611, "smiles": "CC1(C)CCCC(C)(C)N1O.CC1(C)CCCC(C)(C)N1O.NC(N)=O.NC(N)=O.NC(N)=O.NC(N)=O.NC(N)=O.NC(N)=O.OCCO.OCCO.OCCO.OCCO", "e_homo_ev": -7.78, "gap_ev": 7.9}